Entry 1:
{
  "formula": "C2H6N2O2",
  "method": "ωB97M-V/def2-TZVPD",
  "symbols": ["N", "C", "N", "H", "H", "H", "H", "H", "O", "C", "O", "H"],
  "positions_angstrom": [[1.8619, -0.1458, -0.2510], [0.9397, 0.8503, -0.0634], [-0.1514, 0.9785, -0.7434], [2.7914, 0.1589, -0.0065], [1.7747, -0.6338, -1.1176], [1.4445, 1.6943, 0.4292], [-0.4737, 1.8955, -0.8174], [-0.6181, -1.0978, -0.5225], [-2.7296, -0.0292, 0.5268], [-1.9311, -0.9342, 0.8059], [-1.3141, -1.7200, -0.0844], [-1.5941, -1.0168, 1.8444]],
  "lowdin_charge": [0.070, -0.339, 0.084, 0.089, 0.091, 0.120, 0.031, 0.101, 0.024, -0.396, -0.001, 0.127],
  "smiles": "[H]/N=C/N.O=CO",
  "homo_ev": -9.93,
  "gap_ha": 0.3873
}

Entry 2:
{
  "formula": "C14H45N7O3P2Si2",
  "method": "ωB97M-V/def2-TZVPD",
  "symbols": ["N", "C", "C", "Si", "O", "Si", "H", "H", "H", "H", "H", "H", "H", "H", "H", "O", "P", "N", "C", "C", "N", "C", "C", "N", "C", "C", "H", "H", "H", "H", "H", "H", "H", "H", "H", "H", "H", "H", "H", "H", "H", "H", "H", "H", "O", "P", "N", "C", "C", "N", "C", "C", "N", "C", "C", "H", "H", "H", "H", "H", "H", "H", "H", "H", "H", "H", "H", "H", "H", "H", "H", "H", "H"],
  "positions_angstrom": [[-6.4597, -3.1996, 0.4373], [-6.2562, -3.2901, -0.8317], [-4.9472, -2.6850, -1.4848], [-4.2308, -1.2330, -0.4680], [-4.5431, 0.3288, -1.1203], [-6.0554, 0.4505, -1.9304], [-7.3537, -3.6488, 0.6746], [-7.0066, -3.8325, -1.4686], [-5.0775, -2.4872, -2.5765], [-4.1887, -3.5222, -1.4096], [-4.6289, -1.3847, 0.9396], [-2.7603, -1.4015, -0.4872], [-6.2433, 1.8599, -2.3432], [-5.9092, -0.2988, -3.2016], [-7.1846, -0.0544, -1.1336], [-0.7210, -2.3204, 1.2280], [-0.0925, -2.3249, 2.6309], [1.4219, -1.6595, 2.1314], [2.7129, -1.8790, 2.7602], [1.3343, -0.2508, 1.7447], [-0.0038, -4.0632, 2.6949], [1.1134, -4.7716, 2.0863], [-1.2466, -4.7274, 2.2864], [0.4174, -2.2432, 4.3423], [0.4626, -3.4041, 5.2293], [-0.3614, -1.1868, 5.0268], [2.8451, -1.2858, 3.6740], [3.5140, -1.6028, 2.0678], [2.8919, -2.9203, 3.0153], [1.2715, 0.4002, 2.6255], [0.4511, -0.0635, 1.1264], [2.2007, 0.0535, 1.1507], [1.3211, -4.4270, 1.0675], [0.9213, -5.8479, 2.0505], [2.0157, -4.6793, 2.6919], [-1.3378, -4.7880, 1.1963], [-2.1183, -4.1906, 2.6683], [-1.2874, -5.7421, 2.6911], [-0.4973, -3.9220, 5.2967], [0.7440, -3.0919, 6.2415], [1.2361, -4.1079, 4.9236], [-1.4068, -1.4849, 5.1572], [-0.3477, -0.2617, 4.4404], [0.0632, -0.9495, 6.0046], [2.6454, 4.5700, -0.5008], [2.1283, 3.6949, -1.6543], [3.6303, 2.8849, -1.9321], [4.0941, 2.3333, -3.1930], [3.9898, 1.9514, -0.8645], [1.9506, 5.0500, -2.7345], [3.0889, 5.5469, -3.4943], [1.2683, 6.1973, -2.1260], [1.3213, 2.6424, -2.8526], [0.6115, 3.1485, -4.0258], [0.4101, 1.7148, -2.1430], [3.6226, 1.3718, -3.4336], [5.1754, 2.1700, -3.1508], [3.9310, 2.9995, -4.0361], [3.4061, 1.0248, -0.9369], [3.8066, 2.3875, 0.1219], [5.0525, 1.6963, -0.8984], [3.9791, 5.6839, -2.8710], [2.8542, 6.5036, -3.9700], [3.3269, 4.8837, -4.3268], [1.9478, 6.7971, -1.5109], [0.4424, 5.8668, -1.4917], [0.8450, 6.8434, -2.8996], [-0.1795, 3.8569, -3.7680], [0.1494, 2.3179, -4.5715], [1.2967, 3.6096, -4.7365], [-0.4610, 2.2425, -1.7414], [0.9282, 1.2372, -1.3041], [0.0656, 0.9140, -2.8005]],
  "lowdin_charge": [0.039, -0.298, -0.306, 0.523, -0.522, 0.530, 0.047, 0.107, 0.054, 0.082, -0.031, -0.036, -0.072, -0.063, -0.057, -0.320, 0.768, -0.310, -0.136, -0.142, -0.357, -0.134, -0.152, -0.289, -0.129, -0.143, 0.079, 0.085, 0.052, 0.075, 0.067, 0.065, 0.088, 0.081, 0.052, 0.076, 0.072, 0.078, 0.085, 0.085, 0.072, 0.080, 0.072, 0.080, -0.308, 0.764, -0.312, -0.139, -0.150, -0.358, -0.135, -0.154, -0.287, -0.129, -0.136, 0.079, 0.085, 0.052, 0.064, 0.071, 0.081, 0.088, 0.081, 0.052, 0.077, 0.072, 0.078, 0.085, 0.085, 0.072, 0.082, 0.062, 0.082],
  "homo_ev": -7.95,
  "gap_ha": 0.2690
}

Entry 3:
{
  "formula": "C51H126N10O3",
  "method": "ωB97M-V/def2-TZVPD",
  "symbols": ["C", "C", "N", "C", "C", "C", "C", "H", "H", "H", "H", "H", "H", "H", "H", "H", "H", "H", "H", "H", "H", "H", "C", "C", "N", "C", "C", "C", "C", "H", "H", "H", "H", "H", "H", "H", "H", "H", "H", "H", "H", "H", "H", "H", "C", "C", "N", "C", "C", "C", "C", "H", "H", "H", "H", "H", "H", "H", "H", "H", "H", "H", "H", "H", "H", "H", "C", "C", "N", "C", "C", "C", "C", "H", "H", "H", "H", "H", "H", "H", "H", "H", "H", "H", "H", "H", "H", "H", "C", "C", "N", "C", "C", "C", "C", "H", "H", "H", "H", "H", "H", "H", "H", "H", "H", "H", "H", "H", "H", "H", "C", "C", "N", "C", "C", "C", "C", "H", "H", "H", "H", "H", "H", "H", "H", "H", "H", "H", "H", "H", "H", "H", "C", "C", "N", "C", "C", "C", "C", "H", "H", "H", "H", "H", "H", "H", "H", "H", "H", "H", "H", "H", "H", "H", "C", "O", "N", "C", "C", "H", "H", "H", "H", "H", "H", "H", "C", "O", "N", "C", "C", "H", "H", "H", "H", "H", "H", "H", "C", "O", "N", "C", "C", "H", "H", "H", "H", "H", "H", "H"],
  "positions_angstrom": [[4.6175, 6.6983, -2.8081], [5.8226, 6.8418, -3.7055], [5.9105, 8.1709, -4.2697], [7.1996, 8.6790, -4.7206], [8.4141, 8.4607, -3.7522], [4.8179, 8.5113, -5.2523], [4.7853, 7.7322, -6.5580], [3.6457, 6.8316, -3.2834], [4.5729, 7.4357, -2.0067], [4.6392, 5.7376, -2.2935], [6.6724, 6.5592, -3.0843], [5.8677, 5.9530, -4.3349], [7.5162, 8.1101, -5.5948], [7.1573, 9.7212, -5.0370], [8.6188, 7.4109, -3.5419], [9.2485, 9.0570, -4.1213], [8.1669, 8.9340, -2.8019], [4.7418, 9.5588, -5.5439], [3.8923, 8.4062, -4.6863], [5.6771, 7.9798, -7.1338], [3.9489, 8.1711, -7.1019], [4.8997, 6.6491, -6.5154], [-4.0730, -4.9292, -0.4038], [-5.0211, -3.6665, -0.6867], [-5.3094, -3.2595, -2.0849], [-6.2701, -4.1595, -2.7536], [-5.6130, -5.4419, -3.3414], [-5.7461, -1.8192, -2.1801], [-5.5219, -1.2478, -3.5868], [-4.4833, -5.9219, -0.5889], [-3.8897, -4.9459, 0.6705], [-3.1175, -4.7453, -0.8951], [-5.9737, -3.8517, -0.1903], [-4.6740, -2.7564, -0.1974], [-6.8315, -4.5342, -1.8977], [-6.9134, -3.6382, -3.4625], [-4.8587, -5.1745, -4.0814], [-5.0036, -5.9764, -2.6127], [-6.3167, -6.0828, -3.8726], [-5.3417, -1.3527, -1.2818], [-6.7715, -2.0847, -1.9227], [-4.4913, -0.8930, -3.5849], [-6.1466, -0.3545, -3.5821], [-5.6063, -2.0492, -4.3207], [-1.4286, 7.0886, 0.0573], [-2.9563, 7.2766, -0.3368], [-3.9534, 7.2511, 0.6452], [-4.0955, 6.0840, 1.5071], [-4.0263, 4.7337, 0.8543], [-5.2285, 7.5989, 0.0386], [-6.2460, 8.2178, 1.1184], [-1.0624, 7.7605, 0.8334], [-0.8547, 7.2701, -0.8514], [-1.0875, 6.0978, 0.3576], [-2.8619, 8.3211, -0.6338], [-3.2691, 6.6504, -1.1724], [-3.1903, 6.1355, 2.1121], [-4.9580, 6.0364, 2.1719], [-3.9465, 3.9209, 1.5761], [-4.9251, 4.6081, 0.2506], [-3.1574, 4.6120, 0.2076], [-5.6568, 6.8357, -0.6112], [-5.0517, 8.4843, -0.5721], [-6.9681, 8.8973, 0.6657], [-5.7447, 8.7817, 1.9050], [-6.8665, 7.4642, 1.6035], [-3.7692, -0.2638, 6.4401], [-4.6165, -1.0493, 7.5102], [-4.8231, -2.5066, 7.3979], [-5.3215, -2.9591, 6.0952], [-4.6408, -4.3537, 5.8974], [-5.3041, -3.1788, 8.6228], [-4.3302, -3.3725, 9.6693], [-3.5419, 0.6974, 6.9012], [-4.4021, 0.0871, 5.6249], [-2.8965, -0.7261, 5.9790], [-4.1511, -0.9135, 8.4865], [-5.5975, -0.5767, 7.5585], [-5.2571, -2.1829, 5.3327], [-6.3800, -3.2130, 6.1521], [-3.5673, -4.3247, 5.7111], [-5.2077, -4.7912, 5.0755], [-4.9546, -5.0409, 6.6831], [-6.0790, -2.4752, 8.9272], [-5.6698, -4.1704, 8.3562], [-3.6929, -4.1712, 9.2897], [-3.7511, -2.4690, 9.8600], [-4.8549, -3.6976, 10.5677], [-0.7845, -3.2896, -6.2191], [0.2890, -3.8851, -5.2262], [0.8800, -5.1869, -5.7473], [-0.1255, -6.3646, -6.0448], [0.5570, -7.5357, -6.8431], [2.0003, -5.5836, -4.9520], [1.6253, -6.0944, -3.5047], [-0.1573, -2.5485, -6.7147], [-1.5891, -2.6184, -5.9189], [-1.2180, -3.9144, -7.0000], [0.9959, -3.0678, -5.0832], [-0.2376, -4.1581, -4.3117], [-0.4983, -6.8392, -5.1371], [-0.9544, -5.9370, -6.6088], [1.2168, -7.1413, -7.6159], [1.1285, -8.1485, -6.1459], [-0.2074, -8.1571, -7.3097], [2.7298, -4.7821, -4.8361], [2.6645, -6.3620, -5.3274], [1.0062, -5.4355, -2.8960], [2.6000, -6.1743, -3.0234], [1.1913, -7.0939, -3.5290], [5.0460, 1.3034, 9.2530], [4.4280, 2.7161, 9.2491], [3.8608, 3.1137, 7.9974], [3.3517, 4.5344, 8.1056], [4.4455, 5.6347, 8.0683], [2.9019, 2.1443, 7.3811], [1.4768, 2.1527, 8.0380], [5.3997, 0.9524, 8.2836], [4.1710, 0.7433, 9.5826], [5.8647, 1.2720, 9.9719], [3.9380, 2.9201, 10.2011], [5.3301, 3.3253, 9.3055], [2.6267, 4.7325, 7.3161], [2.7081, 4.6912, 8.9712], [4.3913, 6.1576, 9.0232], [5.4532, 5.2192, 8.0694], [4.4617, 6.2372, 7.1601], [3.1509, 1.0855, 7.3097], [2.8022, 2.4702, 6.3458], [1.5590, 2.0126, 9.1158], [0.9092, 1.2759, 7.7261], [1.0417, 3.1235, 7.8006], [-0.4232, -11.2787, 4.5761], [-1.2762, -10.0356, 4.0670], [-0.3908, -9.3003, 3.1400], [-0.1680, -7.9191, 3.6561], [0.6424, -7.0268, 2.7511], [-0.8341, -9.4681, 1.7094], [-1.1448, -10.8265, 1.1176], [-0.3961, -11.9664, 3.7308], [-1.0140, -11.7510, 5.3609], [0.5879, -11.1158, 4.9493], [-2.1829, -10.4359, 3.6134], [-1.4493, -9.5397, 5.0221], [-1.0798, -7.4219, 3.9873], [0.5351, -7.9866, 4.4862], [1.4141, -6.4530, 3.2642], [1.2649, -7.6052, 2.0684], [-0.0463, -6.3572, 2.2359], [-0.1591, -8.9903, 0.9993], [-1.7286, -8.8645, 1.5553], [-1.2282, -10.6737, 0.0416], [-1.9736, -11.3670, 1.5748], [-0.2592, -11.4416, 1.2775], [5.8694, 0.1929, -4.8838], [5.2977, -0.8829, -4.6209], [7.1559, 0.4332, -5.2855], [7.7086, 1.6712, -5.8443], [8.0546, -0.7332, -5.3945], [5.3739, 1.1732, -4.9588], [8.6675, 1.9415, -5.4020], [6.9924, 2.4666, -5.6382], [7.8720, 1.5252, -6.9121], [7.8099, -1.6576, -4.8713], [8.2490, -1.1073, -6.3996], [8.9549, -0.2925, -4.9662], [0.2384, 1.3515, 1.2415], [-0.0851, 1.1138, 2.4157], [0.2729, 0.4715, 0.2081], [0.7623, 0.7947, -1.1610], [-0.1411, -0.9032, 0.4237], [0.6889, 2.2549, 0.8019], [1.1994, -0.0055, -1.7582], [1.3838, 1.6805, -1.2923], [-0.0436, 1.0332, -1.8550], [0.7578, -1.5196, 0.4291], [-0.6217, -1.1687, 1.3653], [-0.8547, -1.2362, -0.3299], [1.1088, 4.1650, -7.1181], [0.8573, 3.6210, -6.0190], [0.5072, 5.2321, -7.6869], [-0.4160, 6.1841, -7.0257], [0.6467, 5.4556, -9.1256], [1.9795, 3.9812, -7.7663], [-0.4346, 6.1404, -5.9367], [-1.3777, 6.0182, -7.5111], [-0.1183, 7.2305, -7.0931], [1.2302, 4.6407, -9.5542], [-0.3436, 5.4481, -9.5808], [1.1625, 6.4113, -9.2189]],
  "lowdin_charge": [-0.099, -0.281, -0.170, -0.251, -0.086, -0.234, -0.093, 0.061, 0.077, 0.073, 0.102, 0.103, 0.095, 0.113, 0.059, 0.067, 0.067, 0.110, 0.092, 0.059, 0.071, 0.066, -0.069, -0.229, -0.224, -0.244, -0.077, -0.242, -0.067, 0.051, 0.056, 0.066, 0.097, 0.094, 0.096, 0.108, 0.063, 0.042, 0.067, 0.102, 0.101, 0.067, 0.072, 0.070, -0.070, -0.275, -0.221, -0.252, -0.098, -0.229, -0.075, 0.070, 0.062, 0.051, 0.109, 0.113, 0.109, 0.114, 0.078, 0.069, 0.063, 0.109, 0.100, 0.055, 0.069, 0.050, -0.079, -0.229, -0.218, -0.224, -0.084, -0.296, -0.104, 0.063, 0.053, 0.073, 0.092, 0.104, 0.107, 0.099, 0.071, 0.057, 0.055, 0.113, 0.107, 0.084, 0.073, 0.084, -0.090, -0.202, -0.171, -0.181, -0.091, -0.284, -0.087, 0.055, 0.059, 0.052, 0.110, 0.088, 0.090, 0.083, 0.070, 0.057, 0.063, 0.105, 0.100, 0.056, 0.062, 0.054, -0.086, -0.309, -0.174, -0.234, -0.083, -0.225, -0.085, 0.075, 0.063, 0.069, 0.113, 0.095, 0.101, 0.100, 0.066, 0.059, 0.066, 0.098, 0.105, 0.063, 0.066, 0.057, -0.087, -0.233, -0.170, -0.260, -0.108, -0.256, -0.102, 0.047, 0.056, 0.067, 0.101, 0.099, 0.109, 0.108, 0.069, 0.071, 0.070, 0.099, 0.105, 0.076, 0.066, 0.071, -0.320, -0.012, -0.196, -0.051, -0.051, 0.123, 0.084, 0.081, 0.090, 0.086, 0.086, 0.080, -0.330, -0.012, -0.177, -0.050, -0.062, 0.126, 0.085, 0.082, 0.078, 0.091, 0.084, 0.085, -0.330, -0.017, -0.204, -0.035, -0.057, 0.126, 0.088, 0.087, 0.081, 0.084, 0.089, 0.089],
  "smiles": "CCN(CC)CC.CCN(CC)CC.CCN(CC)CC.CCN(CC)CC.CCN(CC)CC.CCN(CC)CC.CCN(CC)CC.CN(C)C=O.CN(C)C=O.CN(C)C=O",
  "homo_ev": -7.54,
  "gap_ha": 0.2858
}

Entry 4:
{
  "formula": "C15H29O2PtSi",
  "method": "ωB97M-V/def2-TZVPD",
  "symbols": ["Pt", "C", "C", "C", "C", "C", "C", "C", "H", "H", "H", "H", "H", "H", "H", "H", "C", "O", "C", "C", "O", "C", "H", "H", "H", "H", "H", "H", "H", "H", "H", "H", "C", "Si", "C", "C", "C", "H", "H", "H", "H", "H", "H", "H", "H", "H", "H", "H"],
  "positions_angstrom": [[2.9099, -0.9519, 1.1400], [3.0643, 2.8847, -0.0397], [2.9679, 1.7756, 0.9554], [4.1125, 0.9585, 1.2647], [4.2249, 0.1747, 2.4517], [3.0530, -0.0574, 3.2053], [1.8418, 0.3693, 2.6080], [1.8198, 1.4145, 1.6085], [3.8292, 2.6869, -0.7896], [3.3458, 3.8075, 0.4737], [2.1130, 3.0580, -0.5381], [4.9951, 1.0529, 0.6414], [5.1765, -0.2520, 2.7394], [3.0615, -0.6714, 4.0953], [0.9096, 0.0804, 3.0751], [0.8678, 1.8761, 1.3794], [0.3109, -2.5569, 0.1212], [1.7409, -2.5031, 0.3371], [2.4746, -3.6049, -0.2609], [3.9082, -3.4434, 0.1723], [4.2844, -2.0441, 0.0217], [4.6032, -1.6482, -1.3485], [-0.0667, -3.5055, 0.4987], [0.1045, -2.4554, -0.9435], [-0.1260, -1.7338, 0.6768], [2.3472, -3.5459, -1.3430], [2.0634, -4.5471, 0.1032], [4.5888, -4.0607, -0.4126], [4.0377, -3.6642, 1.2300], [5.3281, -2.3598, -1.7376], [5.0534, -0.6625, -1.2910], [3.7045, -1.6291, -1.9619], [-5.0190, 2.9644, -0.2991], [-5.8902, 1.2027, -1.3444], [-7.1219, 0.3500, -0.3016], [-6.2244, 1.5430, -3.1056], [-4.2778, 1.5976, -0.6562], [-6.0963, 3.0733, -0.5977], [-4.5195, 3.7894, -0.7964], [-5.0259, 3.1046, 0.7770], [-8.1234, 0.7631, -0.4301], [-6.8596, 0.3524, 0.7556], [-7.1608, -0.6907, -0.6433], [-7.1948, 2.0189, -3.2549], [-6.2683, 0.5704, -3.6094], [-5.4472, 2.1400, -3.5805], [-3.9639, 1.1423, 0.2741], [-3.4569, 1.8368, -1.3200]],
  "lowdin_charge": [1.322, 0.003, -0.252, -0.064, -0.122, -0.087, -0.144, -0.010, 0.099, 0.118, 0.099, 0.146, 0.151, 0.146, 0.135, 0.141, -0.005, -0.365, -0.120, -0.114, -0.341, 0.010, 0.115, 0.112, 0.093, 0.146, 0.158, 0.158, 0.146, 0.122, 0.099, 0.106, -0.113, 0.768, -0.134, -0.134, -0.232, 0.094, 0.106, 0.105, 0.066, 0.060, 0.065, 0.066, 0.066, 0.060, 0.078, 0.079],
  "charge": 3,
  "homo_ev": -18.00,
  "gap_ha": 0.2836
}

Entry 5:
{
  "formula": "BrCl3P2",
  "method": "ωB97M-V/def2-TZVPD",
  "symbols": ["P", "P", "Cl", "Cl", "Cl", "Br"],
  "positions_angstrom": [[-0.5943, -0.5179, -0.6743], [0.9768, 0.4571, 0.7812], [-2.2941, 0.3026, 0.0035], [-0.8305, -2.4358, -0.0293], [0.8237, 2.1369, -0.3387], [3.0834, -0.3523, -0.0191]],
  "lowdin_charge": [-0.202, -0.060, 0.103, 0.078, 0.046, 0.034],
  "smiles": "ClP(Cl)#P(Cl)Br",
  "homo_ev": -9.22,
  "gap_ha": 0.3051
}

Electronic energy (eV)
-9245.37439 -66149.79062 -75963.42010 -31216.19514 -126189.59328
E_LUMO (hartree)
0.022 -0.023 0.009 -0.378 -0.034
Max |F| (eV/A)
4.10 7.67 3.70 1.10 1.81